Entry from the Open Molecules 2025 dataset: 2 unconnected molecules or ions with the total composition C3H6INO2 at a distorted geometry (ωB97M-V with the def2-TZVPD basis set).

Structure (XYZ):
```
13
Properties=species:S:1:pos:R:3:nbo_charge:R:1
C -1.63 -1.20 -0.94 -0.43
C 1.81 -0.04 -0.26 -0.31
C -2.58 -0.24 -0.73 -0.32
N 1.62 0.83 0.71 0.40
O 0.66 1.51 0.92 -0.44
O 2.74 0.86 1.60 -0.58
I -3.06 0.27 1.26 0.11
H -1.11 -1.80 -0.22 0.22
H -1.59 -1.35 -2.01 0.21
H 1.00 0.02 -0.96 0.22
H 2.77 -0.50 -0.27 0.22
H 2.50 1.43 2.39 0.49
H -3.13 0.22 -1.49 0.20
```

## Properties
- Net charge: 0
- SMILES string: C=[N+]([O-])O.C=CI
- HOMO: -0.328 Eh
- Lowest unoccupied orbital energy: 0.67 eV
- F_max: 4.5 eV Å⁻¹

=====

Entry from the Open Molecules 2025 dataset: 4 unconnected molecules or ions with the total composition H8O4 (ωB97M-V with the def2-TZVPD basis set).

Structure (XYZ):
```
12
Properties=species:S:1:pos:R:3:nbo_charge:R:1
O -1.42 2.06 -0.04 -0.97
H -2.37 1.89 -0.10 0.49
H -1.32 2.76 0.61 0.48
O 1.35 0.28 0.29 -0.96
H 0.75 0.92 -0.12 0.48
H 1.76 0.75 1.02 0.47
O 1.96 -2.51 -0.75 -0.95
H 2.56 -2.49 0.00 0.46
H 1.49 -1.66 -0.69 0.49
O -1.67 -0.87 -0.40 -0.95
H -1.76 -1.17 0.50 0.47
H -1.33 0.03 -0.33 0.47
```

## Properties
- Net charge: 0
- SMILES string: O.O.O.O
- HOMO: -0.391 Eh
- Lowest unoccupied orbital energy: 0.18 eV
- F_max: 0.2 eV Å⁻¹

=====

Entry from the Open Molecules 2025 dataset: 2 unconnected molecules or ions with the total composition C5H16N2O at a distorted geometry (ωB97M-V with the def2-TZVPD basis set).

Structure (XYZ):
```
24
Properties=species:S:1:pos:R:3:nbo_charge:R:1
C -0.52 1.16 -1.65 -0.64
C 0.75 0.38 -2.01 -0.04
C 1.42 -0.31 -0.79 -0.43
C 1.74 0.72 0.32 -0.22
C 0.16 1.22 2.20 -0.42
N 1.31 0.44 1.71 -0.64
N 0.42 -0.69 -3.00 -0.82
H -1.40 0.51 -1.66 0.20
H -0.71 1.86 -2.46 0.21
H -0.44 1.77 -0.76 0.21
H 1.46 0.94 -2.62 0.19
H 0.75 -1.13 -0.51 0.20
H 2.34 -0.80 -1.11 0.22
H 2.83 0.78 0.46 0.19
H 1.39 1.70 0.05 0.18
H 0.40 1.49 3.24 0.19
H 0.00 2.13 1.63 0.19
H -0.74 0.61 2.33 0.18
H 1.13 -0.54 1.87 0.35
H -0.47 -1.09 -2.71 0.34
H 0.23 -0.29 -3.91 0.35
H -4.64 -3.86 3.55 0.47
H -3.57 -3.66 2.49 0.47
O -3.84 -3.33 3.35 -0.93
```

## Properties
- Net charge: 0
- SMILES string: CNCC[C@H](C)N.O
- HOMO: -0.304 Eh
- Lowest unoccupied orbital energy: 0.76 eV
- F_max: 1.9 eV Å⁻¹

=====

Entry from the Open Molecules 2025 dataset: a single C9H13BN2 molecule at a distorted geometry (ωB97M-V with the def2-TZVPD basis set).

Structure (XYZ):
```
25
Properties=species:S:1:pos:R:3:nbo_charge:R:1
B -0.11 -0.31 -0.45 0.96
C -1.55 -0.64 3.66 -0.20
C -2.20 -1.34 2.63 -0.23
C -0.43 0.14 3.36 -0.23
C -1.86 -1.16 1.29 -0.18
C -0.06 0.15 2.10 -0.17
C -0.67 -0.50 1.03 -0.38
C 0.76 -0.68 -2.63 -0.21
C 0.66 0.88 -2.54 -0.08
C 1.94 1.58 -2.07 -0.64
N 0.41 -1.20 -1.33 -0.86
N -0.33 1.18 -1.48 -0.82
H -1.82 -0.77 4.76 0.22
H -3.14 -1.83 2.90 0.21
H 0.29 0.66 4.07 0.22
H -2.66 -1.48 0.57 0.23
H 0.77 0.84 1.87 0.20
H 0.18 -1.13 -3.44 0.19
H 1.73 -0.91 -2.90 0.18
H 0.12 1.15 -3.47 0.21
H 2.82 1.21 -2.55 0.20
H 2.12 1.54 -0.96 0.21
H 2.00 2.66 -2.35 0.22
H 0.97 -2.03 -1.17 0.41
H 0.03 1.98 -0.91 0.35
```

## Properties
- Net charge: 0
- SMILES string: C[C@H]1CNB(c2ccccc2)N1
- HOMO: -0.312 Eh
- Lowest unoccupied orbital energy: 0.64 eV
- F_max: 4.6 eV Å⁻¹

=====

Entry from the Open Molecules 2025 dataset: 2 unconnected molecules or ions with the total composition C23H26F9N4O7 at a distorted geometry (ωB97M-V with the def2-TZVPD basis set).

Structure (XYZ):
```
69
Properties=species:S:1:pos:R:3:nbo_charge:R:1
C 0.18 -3.76 1.74 -0.72
C 0.67 -2.66 0.66 0.72
O -0.21 -2.21 -0.10 -0.55
N 2.10 -2.34 0.64 -0.56
C 2.94 -3.44 0.16 0.71
C 2.49 -4.58 -0.86 -0.73
O 4.10 -3.51 0.64 -0.52
C 2.40 -1.04 -0.01 0.12
C 2.17 -0.82 -1.56 0.23
O 2.55 -1.84 -2.50 -0.54
C 2.43 -1.38 -3.86 -0.08
C 0.91 -1.13 -4.34 -0.24
C -0.02 -2.43 -4.10 -0.64
C 0.87 -0.63 -5.90 -0.22
C 0.13 0.82 -5.86 -0.62
C -0.06 -1.55 -6.83 -0.63
N 2.76 0.57 -1.71 -0.62
C 2.19 1.22 -0.48 0.44
N 1.98 2.56 -0.56 -0.89
N 1.90 0.23 0.58 -0.49
C 2.31 0.55 1.96 0.80
F 3.25 -0.39 2.51 -0.33
F 2.88 1.82 2.13 -0.30
C 0.99 0.44 2.91 0.59
F 0.70 -0.92 3.24 -0.31
F 1.35 1.11 4.11 -0.31
C -0.31 1.12 2.27 0.57
F -0.95 0.32 1.29 -0.30
F 0.03 2.37 1.68 -0.31
C -1.46 1.46 3.36 0.94
F -1.31 2.83 3.67 -0.30
F -1.42 0.61 4.48 -0.31
F -2.76 1.27 2.80 -0.29
H 0.71 -3.47 2.72 0.25
H -0.95 -3.79 1.84 0.26
H 0.60 -4.79 1.47 0.23
H 2.79 -4.31 -1.93 0.27
H 3.11 -5.51 -0.58 0.25
H 1.37 -4.82 -0.81 0.23
H 3.56 -1.00 0.07 0.23
H 1.04 -0.62 -1.67 0.17
H 2.83 -2.24 -4.53 0.20
H 3.11 -0.49 -4.11 0.19
H 0.49 -0.29 -3.70 0.20
H 0.28 -3.32 -4.76 0.21
H -1.11 -2.12 -4.27 0.22
H 0.16 -2.73 -3.00 0.23
H 1.92 -0.53 -6.34 0.20
H -0.07 1.21 -6.92 0.21
H -0.88 0.63 -5.34 0.21
H 0.73 1.55 -5.21 0.21
H 0.30 -2.64 -6.86 0.21
H -1.14 -1.53 -6.44 0.21
H -0.07 -1.13 -7.90 0.22
H 2.09 0.95 -2.41 0.37
H 1.05 2.98 -0.71 0.40
H 2.80 3.18 -0.46 0.40
C -3.79 3.89 5.30 -0.32
C -3.76 4.22 6.63 0.34
C -5.14 4.50 7.22 0.42
O -5.35 4.74 8.40 -0.58
C -6.30 4.50 6.30 -0.36
C -6.32 4.18 4.97 0.35
C -4.95 3.79 4.41 0.42
O -4.75 3.41 3.27 -0.57
O -7.30 4.18 4.19 -0.60
O -2.76 4.30 7.38 -0.58
H -2.86 3.66 4.80 0.21
H -7.23 4.78 6.79 0.21
```

## Properties
- Net charge: -1
- HOMO: -0.097 Eh
- Lowest unoccupied orbital energy: -1.20 eV
- F_max: 4.4 eV Å⁻¹

=====

Entry from the Open Molecules 2025 dataset: 2 unconnected molecules or ions with the total composition C3H7NO2 at a distorted geometry (ωB97M-V with the def2-TZVPD basis set).

Structure (XYZ):
```
13
Properties=species:S:1:pos:R:3:nbo_charge:R:1
O 0.17 0.61 -0.03 -0.69
C 0.99 -0.29 -0.46 0.78
O 1.25 -1.40 0.08 -0.71
C 1.79 0.15 -1.70 -0.72
H 2.85 -0.19 -1.62 0.23
H 1.34 -0.27 -2.62 0.23
H 1.75 1.27 -1.62 0.22
C -1.05 0.14 1.51 0.13
N -2.37 -0.11 1.21 -0.76
H -0.39 -0.70 1.56 0.25
H -0.83 1.14 1.89 0.22
H -2.99 0.70 1.05 0.41
H -2.52 -1.03 0.76 0.42
```

## Properties
- Net charge: 0
- HOMO: -0.330 Eh
- Lowest unoccupied orbital energy: 0.51 eV
- F_max: 2.4 eV Å⁻¹